18
Properties=species:S:1:pos:R:3 method="wB97M-V/def2-TZVPD" total_energy_ha=-728.59957 max_force_ev_per_a=3.07 orbital_gap_ev=9.86 total_charge=0 homo_ev=-8.99 smiles=CC(C)(C)N(N)Cl relative_energy_ev=1.0664
C -1.2653 0.5439 -1.0480
C -0.1077 -0.1778 -0.1576
C -0.0663 -1.6763 -0.4970
C -0.4618 -0.1401 1.3726
N 1.1125 0.6140 -0.5069
N 1.2376 1.7994 0.0940
Cl 2.6501 -0.3742 -0.1442
H -0.9742 1.4991 -1.4675
H -1.4849 0.0347 -1.9733
H -2.1018 0.6202 -0.3969
H -0.1102 -1.8533 -1.6846
H -0.9846 -2.2292 -0.1162
H 0.9483 -2.1588 -0.1231
H 0.2919 -0.5525 2.1150
H -0.5767 0.8484 1.9213
H -1.4709 -0.7278 1.6070
H 1.2440 1.7502 1.0863
H 2.1202 2.1801 -0.0810